Here is C4H4CdO2 as an isolated structure from the Open Molecules 2025 dataset. Energies are from wB97M-V/def2-TZVPD.

ORCA input file:
```
! RIJCOSX wB97M-V def2-TZVPD def2/J DEFGRID3
* xyz 2 1
H -1.29087 -1.49253 0.52568
O -2.45977 1.51496 -0.21304
C -1.22059 0.97933 -0.34278
C -1.02806 -0.32888 -0.40280
C -0.14519 -1.34823 -0.16205
H -2.45468 2.43823 -0.48306
H -0.38550 1.67860 -0.44313
H -0.05067 -2.18154 -0.86619
C 1.78507 -0.98836 0.38082
O 2.76585 -0.63878 0.88852
Cd 4.48441 0.36718 1.11805
*
```

- M (Da) = 196.49
- lowest unoccupied orbital energy (alpha / beta) (eV) = -10.51 / -10.54
- E_HOMO (alpha / beta) (hartree) = -0.6436 / -0.6278
- HOMO-LUMO gap (alpha / beta) (eV) = 7.0 / 6.5
- E_tot (eV) = -12845.35107

Löwdin atomic charge list, values in e, 5 entries: atom 1 (H): 0.282, atom 2 (O): 0.155, atom 3 (C): -0.078, atom 4 (C): 0.004, atom 5 (C): -0.001